*1*
{"formula": "C4H13N3", "method": "ωB97M-V/def2-TZVPD", "spin_multiplicity": 1, "e_homo_ev": -8.65, "homo_lumo_gap_ev": 9.713, "elements": ["C", "N", "C", "C", "N", "C", "N", "H", "H", "H", "H", "H", "H", "H", "H", "H", "H", "H", "H", "H"], "positions_angstrom": [[-0.85454, 0.30457, 1.00574], [-0.14352, 0.42560, -0.28370], [1.19077, 0.95957, -0.04001], [2.15141, 0.56427, -1.14659], [2.12384, -0.87882, -1.45953], [-2.35475, 0.05186, 0.84303], [-2.65254, -1.30168, 0.41666], [-0.62450, 1.19082, 1.59522], [-0.48531, -0.59027, 1.53924], [-0.17036, -0.44565, -0.78785], [1.54982, 0.60516, 0.94207], [1.13931, 2.05312, 0.06687], [1.94132, 1.13508, -2.06004], [3.15623, 0.96025, -0.94625], [3.03632, -1.29437, -1.27126], [1.61812, -1.34436, -0.70325], [-2.71601, 0.80802, 0.13621], [-2.94074, 0.28124, 1.73505], [-2.25834, -2.01691, 0.98765], [-2.70653, -1.46749, -0.56927]], "lowdin_charge": [-0.244, -0.077, -0.266, -0.282, -0.012, -0.287, -0.005, 0.109, 0.109, 0.084, 0.108, 0.117, 0.101, 0.105, 0.063, 0.052, 0.111, 0.099, 0.055, 0.060]}


*2*
{"formula": "C4H13N3", "method": "ωB97M-V/def2-TZVPD", "spin_multiplicity": 1, "e_homo_ev": [-7.17, -6.76], "homo_lumo_gap_ev": [8.055, 7.539], "elements": ["C", "C", "C", "C", "N", "N", "N", "H", "H", "H", "H", "H", "H", "H", "H", "H", "H", "H", "H", "H"], "positions_angstrom": [[-2.26265, 0.06573, 0.44287], [-0.19831, 1.27673, 1.03288], [-0.07556, -1.15425, 0.88130], [-0.72949, 0.07146, 0.40225], [0.88379, -0.73244, -1.91821], [2.70029, -0.19808, -0.66460], [1.84027, -1.19825, -1.15031], [-2.68082, 0.32312, 1.44329], [-2.81646, 0.91878, -0.09965], [-2.60983, -0.97115, 0.20211], [-0.70372, 2.26255, 0.79871], [0.85944, 1.24327, 0.79279], [-0.22438, 1.04614, 2.14601], [0.52434, -1.23784, 1.71719], [-0.44819, -2.13622, 0.53479], [-0.42391, 0.04727, -0.82906], [1.20413, 0.14559, -2.33237], [0.37413, -1.31765, -2.51319], [3.57215, -0.73658, -0.37736], [2.76002, 0.57014, -1.30964]], "lowdin_charge": [-0.116, -0.132, 0.006, -0.591, -0.056, -0.011, -0.167, 0.070, 0.091, 0.075, 0.098, 0.049, 0.101, 0.025, 0.062, 0.149, 0.095, 0.087, 0.113, 0.052]}


Which of them is the least stable? Correct choice: *2*.


*1*
{"formula": "C4H13N3", "method": "ωB97M-V/def2-TZVPD", "spin_multiplicity": 1, "e_homo_ev": -8.76, "homo_lumo_gap_ev": 9.807, "elements": ["C", "C", "C", "C", "N", "N", "N", "H", "H", "H", "H", "H", "H", "H", "H", "H", "H", "H", "H", "H"], "positions_angstrom": [[-1.27062, -0.99083, -0.26958], [0.20784, -1.33191, -0.53754], [-1.16459, 0.27210, 0.60116], [-0.04377, 1.07985, -0.02913], [-1.96442, -0.79793, -1.53445], [0.94431, -0.07394, -0.59559], [2.40631, 1.08546, 1.60901], [-1.77646, -1.80274, 0.26091], [-2.93089, -0.53827, -1.38134], [-1.52372, -0.06079, -2.07147], [1.22326, 0.14620, -1.54487], [2.18061, 0.41295, 0.86564], [2.57415, 0.58303, 2.47297], [3.26617, 1.55822, 1.34787], [0.59624, -1.92640, 0.29790], [0.30052, -1.92164, -1.45290], [-2.09706, 0.84156, 0.61240], [-0.89982, -0.00058, 1.62287], [0.36593, 1.83590, 0.63593], [-0.39400, 1.62975, -0.90978]], "lowdin_charge": [-0.398, -0.207, -0.164, -0.158, 0.036, -0.069, 0.005, 0.132, 0.069, 0.064, 0.090, -0.020, 0.004, 0.008, 0.106, 0.114, 0.110, 0.110, 0.074, 0.092]}


*2*
{"formula": "C4H13N3", "method": "ωB97M-V/def2-TZVPD", "spin_multiplicity": 1, "e_homo_ev": -7.46, "homo_lumo_gap_ev": 4.192, "elements": ["N", "C", "C", "N", "C", "C", "N", "H", "H", "H", "H", "H", "H", "H", "H", "H", "H", "H", "H", "H"], "positions_angstrom": [[1.63886, -3.46973, 0.02015], [0.86103, 2.48017, 0.11318], [-0.57099, 2.61318, 0.07899], [-1.23000, 1.50920, -0.64423], [-0.86808, 0.29349, 0.08049], [-0.99304, -1.03157, -0.70785], [-0.61711, -2.23165, 0.14057], [1.18881, 2.15239, -0.87891], [1.39238, -2.68413, -0.56568], [1.49457, 3.36828, 0.33522], [1.20246, 1.70389, 0.84958], [-0.93400, 2.69872, 1.15138], [-0.90279, 3.55345, -0.45033], [0.82113, -3.51112, 0.70159], [0.22324, 0.38016, 0.34434], [-1.51957, 0.31439, 0.94047], [-1.94749, -1.33810, -1.14355], [-0.32985, -1.02270, -1.57013], [2.57021, -3.35913, 0.43993], [-1.47978, -2.41918, 0.76477]], "lowdin_charge": [-0.039, -0.157, -0.354, 0.090, -0.263, -0.276, 0.020, 0.091, -0.043, 0.095, 0.082, 0.134, 0.123, -0.001, 0.098, 0.130, 0.103, 0.096, 0.001, 0.068]}


Which of them is the least stable? Correct choice: *2*.


*1*
{"formula": "C9H12O2", "method": "ωB97M-V/def2-TZVPD", "spin_multiplicity": 1, "e_homo_ev": -8.64, "homo_lumo_gap_ev": 9.549, "elements": ["C", "C", "C", "C", "C", "C", "C", "C", "C", "O", "O", "H", "H", "H", "H", "H", "H", "H", "H", "H", "H", "H", "H"], "positions_angstrom": [[-1.25200, 1.02171, -0.29416], [-1.76155, -0.13680, 0.14000], [-0.33569, -1.81378, 0.20665], [0.01944, 1.65846, 0.17899], [1.24214, 1.14678, -0.67575], [0.82464, -1.24615, -0.13345], [1.70656, -0.15681, -0.01789], [-3.06313, -0.71771, -0.40089], [2.74849, -0.21775, 1.06224], [-1.11518, -1.03818, 1.01392], [1.88814, -1.28872, -1.03078], [-1.85494, 1.47072, -1.08061], [-0.72316, -2.71066, -0.20323], [-0.22300, 2.77869, 0.07122], [0.35146, 1.46345, 1.23215], [0.89239, 0.82197, -1.71155], [2.04268, 1.88597, -0.79589], [-3.24953, -0.16804, -1.29650], [-4.03991, -0.47236, 0.22679], [-3.14312, -1.78719, -0.62190], [2.49639, 0.50738, 1.94335], [3.72579, 0.28841, 0.78700], [2.82309, -1.28939, 1.40030]], "lowdin_charge": [-0.066, -0.307, -0.075, -0.156, -0.092, -0.205, -0.398, -0.033, -0.009, -0.038, 0.065, 0.117, 0.118, 0.130, 0.122, 0.146, 0.112, 0.050, 0.122, 0.075, 0.114, 0.098, 0.108]}


*2*
{"formula": "C9H12O2", "method": "ωB97M-V/def2-TZVPD", "spin_multiplicity": 1, "e_homo_ev": -8.64, "homo_lumo_gap_ev": 9.349, "elements": ["C", "C", "C", "C", "C", "C", "C", "C", "C", "H", "H", "H", "H", "H", "H", "H", "H", "H", "H", "H", "H", "O", "O"], "positions_angstrom": [[2.27665, 2.09402, -0.38179], [1.37067, 1.00321, 0.13471], [1.29633, 0.95527, 1.65740], [-0.68427, -0.01356, -0.22180], [-1.73274, -0.08251, 0.67981], [-2.64387, -1.09331, 0.67542], [-2.38134, -2.15952, -0.13636], [-1.35963, -2.14315, -1.06436], [-0.51245, -1.07935, -1.13206], [2.61115, 1.99401, -1.50093], [3.20120, 2.15176, 0.25554], [1.79911, 3.04999, -0.18429], [1.80306, 0.06332, -0.17176], [0.79110, 1.83834, 1.98673], [0.62522, 0.04977, 1.82660], [2.24875, 0.94043, 2.10847], [-1.84679, 0.85376, 1.19728], [-3.57557, -0.96682, 1.22760], [-3.01920, -3.06573, -0.04301], [-1.23469, -2.89696, -1.79484], [0.35854, -1.66840, -2.75529], [0.04698, 1.17254, -0.36484], [0.56179, -0.99710, -1.99824]], "lowdin_charge": [-0.049, -0.469, -0.032, -0.215, -0.030, -0.099, -0.098, -0.034, -0.250, 0.117, 0.088, 0.073, 0.127, 0.078, 0.103, 0.063, 0.125, 0.113, 0.119, 0.104, 0.159, -0.026, 0.032]}


Which of them is the least stable? Correct choice: *1*.


*1*
{"formula": "C3H5F2NO", "method": "ωB97M-V/def2-TZVPD", "spin_multiplicity": 1, "e_homo_ev": -10.22, "homo_lumo_gap_ev": 11.041, "elements": ["C", "C", "C", "H", "H", "H", "H", "H", "N", "O", "F", "F"], "positions_angstrom": [[-1.38277, 0.33659, -0.37338], [-0.43331, -0.66536, 0.24457], [1.79412, 0.41843, 0.30021], [-1.41239, 0.29799, -1.44989], [-0.50052, -0.52324, 1.35998], [-0.82546, -1.66215, 0.03700], [1.18632, -0.99529, -1.04425], [1.40681, 0.94737, 1.19976], [0.92369, -0.50278, -0.20815], [2.89275, 0.63875, -0.15797], [-1.01658, 1.59467, -0.01701], [-2.63263, 0.11501, 0.10912]], "lowdin_charge": [-0.398, -0.134, -0.358, 0.152, 0.150, 0.132, 0.144, 0.142, 0.030, 0.027, 0.058, 0.055]}


*2*
{"formula": "C3H5F2NO", "method": "ωB97M-V/def2-TZVPD", "spin_multiplicity": 1, "e_homo_ev": [-8.90, -8.90], "homo_lumo_gap_ev": [8.119, 8.122], "elements": ["C", "C", "C", "N", "O", "F", "F", "H", "H", "H", "H", "H"], "positions_angstrom": [[0.47115, -0.50201, 0.69634], [-0.47720, -0.37401, -0.53821], [-2.29200, 0.70736, 0.08960], [-1.02901, -1.45941, -1.16163], [-1.14330, -2.54764, -0.51502], [-2.50632, 0.36960, 1.33338], [-3.29741, 0.46571, -0.62028], [1.42960, -0.92150, 0.38934], [0.01352, -1.15847, 1.45058], [0.51102, 0.57514, 1.09572], [0.00663, 0.31955, -1.26984], [-1.85579, 1.67301, 0.21409]], "lowdin_charge": [-0.086, -0.252, -0.295, -0.085, -0.049, 0.105, 0.189, 0.070, 0.063, 0.093, 0.116, 0.131]}


*3*
{"formula": "C3H5F2NO", "method": "ωB97M-V/def2-TZVPD", "spin_multiplicity": 1, "e_homo_ev": -9.68, "homo_lumo_gap_ev": 10.267, "elements": ["C", "C", "C", "N", "O", "F", "F", "H", "H", "H", "H", "H"], "positions_angstrom": [[1.08180, -2.18804, 0.29133], [1.01133, -0.83272, -0.03003], [-1.49298, 1.90828, -0.04971], [1.24606, 0.25595, -0.30030], [1.26566, 1.36958, -0.64798], [-1.95213, 0.82073, 0.53834], [-2.44451, 2.24069, -0.96486], [0.24870, -2.66702, -0.34544], [0.90844, -2.35148, 1.35241], [2.02252, -2.73021, -0.05250], [-0.47549, 1.58946, -0.56653], [-1.41942, 2.58478, 0.77526]], "lowdin_charge": [-0.072, -0.065, -0.289, -0.134, 0.001, 0.011, 0.007, 0.117, 0.082, 0.112, 0.114, 0.116]}


Which of them is the least stable? Correct choice: *2*.


*1*
{"formula": "C5H8N", "method": "ωB97M-V/def2-TZVPD", "s_squared": 2.0356, "spin_multiplicity": 3, "charge": 1, "e_homo_ev": [-11.35, -14.34], "homo_lumo_gap_ev": [6.771, 6.928], "elements": ["C", "C", "C", "C", "C", "N", "H", "H", "H", "H", "H", "H", "H", "H"], "positions_angstrom": [[2.37516, -1.24090, 0.00825], [-2.45957, -1.21288, 0.17475], [-1.99802, -0.07030, -0.15707], [0.53603, 0.34401, 0.08449], [0.39104, 1.81150, 0.15422], [1.54481, -0.30491, 0.04006], [2.80421, -1.75020, -0.97561], [2.73851, -1.53060, 0.89238], [-3.50654, -1.60145, -0.21152], [-1.78258, -2.04309, 0.28896], [-1.76093, 1.00452, -0.28407], [0.19741, 1.95882, -0.89454], [1.27088, 2.34241, 0.21560], [-0.35041, 2.29307, 0.66408]], "lowdin_spin": [0.390, 0.131, 0.662, 0.469, 0.068, 0.098, 0.006, 0.022, 0.057, 0.037, 0.042, 0.001, 0.015, 0.002]}


*2*
{"formula": "C5H8N", "method": "ωB97M-V/def2-TZVPD", "s_squared": 2.0157, "spin_multiplicity": 3, "charge": 1, "e_homo_ev": [-12.63, -17.07], "homo_lumo_gap_ev": [5.482, 9.880], "elements": ["C", "C", "C", "C", "C", "N", "H", "H", "H", "H", "H", "H", "H", "H"], "positions_angstrom": [[1.78813, -0.94293, 0.48213], [2.14777, 0.44309, 0.37422], [0.87344, 0.85678, -0.37423], [0.26617, -0.53311, -0.80318], [-2.01170, -1.21169, 0.40060], [0.93183, -1.60142, 0.03491], [2.19870, 0.94612, 1.29574], [3.04610, 0.29754, -0.24976], [0.29819, 1.44852, 0.28499], [1.12528, 1.46474, -1.32722], [0.40073, -0.70818, -1.80905], [-1.73250, -2.33185, 0.43579], [-2.47821, -0.76362, -0.50917], [-1.69555, -0.44445, 1.01968]], "lowdin_spin": [0.508, 0.094, 0.083, 0.412, 0.566, 0.180, 0.002, 0.009, 0.011, 0.005, 0.026, 0.023, 0.040, 0.040]}


Which of them is the least stable? Correct choice: *2*.


*1*
{"formula": "C2H5N3O2S", "method": "ωB97M-V/def2-TZVPD", "spin_multiplicity": 1, "e_homo_ev": [-8.88, -8.88], "homo_lumo_gap_ev": [8.292, 8.291], "elements": ["C", "C", "N", "N", "N", "O", "O", "S", "H", "H", "H", "H", "H"], "positions_angstrom": [[-0.83265, 1.00454, 1.38932], [-0.03564, -0.36935, -0.11404], [-1.68587, 0.93231, 0.25919], [-1.20822, 0.19196, -0.57198], [0.32161, 0.15397, 1.05862], [0.96290, -0.31022, -2.48586], [2.35321, -1.14294, -0.62572], [1.03091, -1.32433, -1.18899], [-0.42067, 2.02662, 1.71311], [-1.43286, 0.74487, 2.35591], [-0.68342, -1.93695, 0.34096], [0.40769, -0.51723, -3.24965], [1.22301, 0.54678, 1.11914]], "lowdin_charge": [-0.208, -0.604, 0.030, 0.013, 0.020, -0.303, -0.442, 0.858, 0.141, 0.145, 0.158, 0.071, 0.119]}


*2*
{"formula": "C2H5N3O2S", "method": "ωB97M-V/def2-TZVPD", "spin_multiplicity": 1, "e_homo_ev": -9.97, "homo_lumo_gap_ev": 10.442, "elements": ["C", "C", "H", "H", "H", "H", "H", "N", "N", "N", "O", "O", "S"], "positions_angstrom": [[0.42290, 0.14761, -0.07309], [-2.30237, -0.33808, -0.27439], [3.77169, 0.26073, 0.87211], [1.14062, -1.65963, 0.55696], [0.80220, 1.49389, -1.30886], [-1.30009, 1.19273, 0.61745], [-2.94650, 0.41426, -0.63618], [1.49218, -0.63503, 0.27542], [-0.00452, 0.96908, -0.91664], [-1.65216, 0.30201, 0.88029], [-0.42036, -0.24203, 0.88617], [-2.16972, -1.45610, -0.68749], [3.16612, -0.44945, -0.19177]], "lowdin_charge": [-0.624, -0.273, -0.121, 0.180, 0.085, 0.089, 0.109, -0.360, 0.166, 0.049, -0.105, 0.091, 0.714]}


Which of them is the least stable? Correct choice: *1*.